Below is C23H24N6O3STi as an isolated structure in a non-equilibrium geometry, with properties calculated with ωB97M-V with the def2-TZVPD basis set.

Properties
Calculated total energy, a.u.: -2692.5163
LUMO (spin up / spin down), eV: -4.769 / -4.705
Expectation value of S²: 0.753
Spin multiplicity: 2
Total charge: +1
HOMO energy (spin up / spin down), hartree: -0.340 / -0.340

Last column: Löwdin charge in e.
Atoms and positions in Å:
C1 -2.298 0.523 1.775  -0.2041
C2 0.957 0.906 -3.364  -0.0730
C3 0.858 2.308 2.748  -0.1872
C4 -4.732 0.734 3.151  -0.0436
H1 -5.674 0.810 3.677  0.1184
C5 -4.308 1.774 2.336  -0.0633
N1 3.476 0.758 -6.688  0.1569
Ti1 -0.466 0.303 0.961  0.9313
C6 -1.920 -2.435 4.015  -0.0174
C7 1.652 1.024 2.944  -0.1858
H2 -0.917 1.796 -3.972  0.1310
C8 0.977 0.228 -1.074  -0.1222
H3 0.044 2.348 3.473  0.1315
C9 -3.104 1.661 1.658  -0.1109
N2 -0.298 0.663 -0.881  -0.1328
H4 -1.243 -4.117 5.155  0.1184
H5 1.460 -0.248 -0.208  0.1231
H6 1.495 3.178 2.904  0.1337
C10 -0.475 -4.146 3.155  -0.0491
H7 0.684 2.412 -5.803  0.1079
H8 -2.469 -2.015 4.848  0.1213
H9 -0.586 -2.201 -0.202  0.1268
S1 5.004 -1.143 -5.322  0.3974
H10 -1.943 1.572 -1.731  0.1326
C11 -1.166 -2.322 1.748  -0.2626
H11 2.332 2.141 -7.682  0.1182
O1 6.132 -0.289 -5.610  -0.3401
H12 2.633 -0.053 -2.414  0.1367
H13 -4.911 2.666 2.228  0.1145
O2 4.723 -2.199 -6.268  -0.3404
C12 -1.214 -3.612 4.200  -0.0480
C13 3.562 0.006 -5.592  -0.3090
H14 0.012 -0.144 3.357  0.1097
C14 2.420 1.560 -6.772  -0.0866
H15 -4.324 -1.224 3.897  0.1197
C15 1.494 1.696 -5.739  0.0169
C16 1.699 0.899 -4.624  -0.2343
C17 -0.349 1.361 -3.161  0.0460
C18 -3.962 -0.410 3.284  -0.0165
N3 2.707 0.021 -4.587  0.1311
C19 1.631 0.335 -2.262  0.0579
C20 -0.447 -3.494 1.934  -0.0185
H16 0.127 -3.910 1.112  0.1257
C21 -2.744 -0.527 2.609  -0.1985
N4 0.264 2.275 1.389  -0.0332
H17 -0.447 2.996 1.300  0.1098
C22 -1.933 -1.767 2.787  -0.1591
H18 -2.790 2.479 1.014  0.0917
N5 -1.110 -1.652 0.471  0.0268
H19 1.247 -0.998 2.730  0.1249
O3 4.878 -1.521 -3.928  -0.3787
C23 -0.934 1.230 -1.923  -0.0543
H20 -2.049 -1.519 0.098  0.1348
H21 2.048 0.984 3.959  0.1339
H22 0.070 -5.072 3.285  0.1201
H23 0.981 2.498 0.702  0.1170
H24 2.497 0.989 2.254  0.1299
N6 0.748 -0.117 2.648  -0.0264



Below is C4H9NO as an isolated structure in a non-equilibrium geometry, with properties calculated with ωB97M-V with the def2-TZVPD basis set.

Properties
Calculated total energy, a.u.: -287.6766
LUMO, eV: 0.877
Spin multiplicity: 1
Total charge: 0
HOMO energy, hartree: -0.300

Last column: Löwdin charge in e.
Atoms and positions in Å:
C1 -1.014 -0.521 1.228  -0.0818
H1 -0.224 1.740 -0.938  0.0766
C2 1.806 -0.483 -0.248  -0.2320
C3 -1.010 1.015 -0.704  -0.0884
H2 0.470 -1.769 -1.221  0.1114
H3 1.715 0.881 -0.245  0.1013
H4 2.671 -0.880 -0.779  0.1190
H5 -1.802 1.480 -0.125  0.0817
C4 0.602 -0.849 -0.662  -0.1191
N1 -0.514 -0.193 -0.093  -0.2796
H6 -0.298 -1.115 1.798  0.0849
O1 2.156 0.549 0.628  -0.0075
H7 -1.487 0.792 -1.663  0.0778
H8 -1.973 -1.051 1.224  0.0761
H9 -1.097 0.406 1.799  0.0797



Q: Among the records above, which one has the lowest total charge?
A: C4H9NO